{
  "formula": "C16H34BCl22FN2O3",
  "method": "wB97M-V/def2-TZVPD",
  "elements": ["C", "C", "F", "O", "C", "O", "N", "B", "O", "N", "C", "C", "H", "H", "H", "H", "H", "H", "H", "H", "H", "H", "H", "H", "C", "Cl", "Cl", "H", "H", "C", "Cl", "Cl", "H", "H", "C", "Cl", "Cl", "H", "H", "C", "Cl", "Cl", "H", "H", "C", "Cl", "Cl", "H", "H", "C", "Cl", "Cl", "H", "H", "C", "Cl", "Cl", "H", "H", "C", "Cl", "Cl", "H", "H", "C", "Cl", "Cl", "H", "H", "C", "Cl", "Cl", "H", "H", "C", "Cl", "Cl", "H", "H"],
  "coordinates": [[2.82388, -1.10970, 1.85944], [3.07863, -2.40671, 1.05704], [2.75270, -2.14899, -0.23851], [2.33801, -3.47175, 1.61566], [1.71992, -4.25865, 0.68364], [2.28607, -4.85991, -0.14878], [0.36049, -4.36523, 0.81315], [-0.32776, -3.16835, 1.34691], [-0.35894, -3.03567, 2.73973], [-0.98997, -2.19402, 0.54419], [-0.82694, -0.82917, 1.05023], [-0.67222, -2.28666, -0.88427], [2.17718, -0.50862, 1.23714], [3.75257, -0.56508, 1.98120], [2.33445, -1.33637, 2.79524], [4.15511, -2.58300, 1.09045], [-0.03247, -4.71097, -0.04894], [0.32263, -2.42959, 3.04088], [-1.77012, -0.42027, 1.40649], [-0.06892, -0.75292, 1.81207], [-0.49013, -0.17589, 0.24414], [0.40042, -2.18039, -1.08666], [-0.96639, -3.23207, -1.33259], [-1.14796, -1.47027, -1.43355], [1.39184, 2.45030, 3.84567], [0.58422, 3.82663, 3.08875], [1.13084, 0.98959, 2.88528], [2.45572, 2.64907, 3.91003], [0.97984, 2.30634, 4.83843], [-1.74704, 0.68782, -3.49035], [-2.47349, -0.92014, -3.66081], [-2.17489, 1.47795, -1.96343], [-0.66751, 0.58186, -3.53128], [-2.09141, 1.30951, -4.30804], [0.99620, -0.49731, -5.48343], [-0.03522, -1.92624, -5.37192], [0.77781, 0.54719, -4.07183], [2.03237, -0.81135, -5.53265], [0.73338, 0.05848, -6.37606], [0.94780, 6.85400, 5.26954], [-0.77410, 7.01729, 5.63103], [1.65057, 5.44196, 6.06528], [1.07019, 6.74435, 4.19786], [1.46349, 7.74165, 5.61631], [-2.70840, -4.82685, -5.72311], [-1.99592, -4.27438, -4.20102], [-2.03164, -3.95779, -7.10921], [-2.50423, -5.88483, -5.84036], [-3.78175, -4.65664, -5.68606], [-6.28208, -6.47382, -6.47872], [-5.56572, -5.92685, -4.95677], [-5.58161, -5.62957, -7.86459], [-6.09832, -7.53613, -6.58719], [-7.34756, -6.27951, -6.45137], [0.36789, 3.58684, -0.71047], [0.54493, 2.59741, -2.16565], [-0.93396, 4.76906, -0.88950], [0.12589, 2.93076, 0.11842], [1.29806, 4.10781, -0.51414], [3.86191, 2.95064, 8.73654], [3.10415, 2.61696, 7.17318], [5.25099, 4.02740, 8.56889], [3.13044, 3.42120, 9.38280], [4.19487, 2.01415, 9.16774], [-4.22514, 3.57935, 1.13670], [-2.71071, 2.66286, 1.15144], [-4.77770, 3.88799, -0.51128], [-4.98937, 3.01640, 1.65941], [-4.05412, 4.52702, 1.63500], [5.32952, -5.78780, 0.01727], [5.63354, -4.52698, 1.22299], [6.42330, -5.64012, -1.36466], [5.48270, -6.75451, 0.48268], [4.30810, -5.69215, -0.32889], [-2.01930, 8.26674, -1.06113], [-2.98740, 6.79269, -1.12394], [-2.32024, 9.18376, 0.42068], [-0.97016, 7.99330, -1.09535], [-2.27184, 8.88688, -1.91301]],
  "homo_lumo_gap_ev": 9.4,
  "total_energy_ha": -11214.1855,
  "multiplicity": 1
}

{
  "formula": "C16H34BIN3O10",
  "method": "wB97M-V/def2-TZVPD",
  "elements": ["O", "C", "I", "C", "N", "C", "N", "N", "O", "B", "O", "O", "C", "H", "H", "H", "H", "H", "H", "C", "O", "C", "C", "O", "C", "C", "O", "C", "H", "H", "H", "H", "H", "H", "H", "H", "H", "H", "H", "H", "H", "H", "C", "O", "C", "C", "O", "C", "C", "O", "C", "H", "H", "H", "H", "H", "H", "H", "H", "H", "H", "H", "H", "H", "H"],
  "coordinates": [[-2.79299, -0.80256, -0.35531], [-3.51101, -1.63690, -1.11789], [-5.04658, -2.91750, -0.15612], [-3.35468, -1.75545, -2.77913], [-1.97674, -1.31049, -3.22939], [-0.77392, -2.12558, -3.65387], [0.21787, -1.00515, -3.92024], [-0.20229, 0.30608, -3.73925], [0.49173, 1.45785, -3.89437], [0.13473, 2.44503, -2.85778], [-0.80031, 3.54276, -3.29458], [0.54657, 2.43027, -1.44131], [-1.65496, 0.16726, -3.30351], [-4.17304, -1.02307, -3.21475], [-3.61393, -2.86253, -3.08160], [-0.68297, -3.28879, -3.74958], [-1.75330, 3.17861, -3.22586], [-0.26950, 2.14301, -0.89554], [-2.47217, 0.96370, -3.04764], [7.88345, -1.55629, -1.19505], [6.81208, -1.56116, -2.12422], [6.31553, -2.87254, -2.39126], [4.78758, -2.86448, -2.50983], [4.09866, -2.67883, -1.26702], [4.17617, -1.37177, -0.67942], [3.42777, -0.28757, -1.46081], [4.15344, 0.07255, -2.63651], [3.31428, 0.41082, -3.72787], [8.78133, -1.97507, -1.65712], [8.08882, -0.52125, -0.91497], [7.62539, -2.11532, -0.29170], [6.60683, -3.56943, -1.59762], [6.75526, -3.20322, -3.33826], [4.47780, -3.85423, -2.86771], [4.44396, -2.15115, -3.25693], [5.21209, -1.09125, -0.48889], [3.69793, -1.46606, 0.30118], [3.33498, 0.61254, -0.84668], [2.42347, -0.65001, -1.71114], [2.56054, -0.36984, -3.90146], [3.92734, 0.48979, -4.62329], [2.82247, 1.37089, -3.54443], [-4.48732, 1.38521, 1.38823], [-4.35890, 0.86767, 2.70235], [-3.20183, 0.04768, 2.86485], [-2.54457, 0.29414, 4.22720], [-1.86958, 1.55330, 4.33936], [-2.69904, 2.72304, 4.39757], [-3.51972, 2.84639, 5.68499], [-4.61488, 1.93046, 5.66962], [-4.93032, 1.41706, 6.95284], [-4.76142, 0.58473, 0.69602], [-5.28579, 2.12975, 1.39018], [-3.56279, 1.86903, 1.06217], [-2.46863, 0.24617, 2.07530], [-3.52738, -0.99591, 2.79798], [-1.76451, -0.46562, 4.36103], [-3.24763, 0.15384, 5.04640], [-3.32566, 2.80072, 3.50908], [-2.00713, 3.57103, 4.36082], [-3.93850, 3.85378, 5.76073], [-2.86733, 2.66873, 6.54840], [-4.03411, 1.01845, 7.44842], [-5.63861, 0.59984, 6.83321], [-5.38405, 2.19685, 7.57197]],
  "homo_lumo_gap_ev": 5.6,
  "total_energy_ha": -1868.6548,
  "multiplicity": 1,
  "total_charge": 1
}